Record 1
{
  "formula": "C26H26N6O4",
  "method": "ωB97M-V/def2-TZVPD",
  "symbols": ["C", "C", "C", "C", "N", "C", "C", "N", "C", "C", "H", "H", "C", "O", "N", "N", "C", "C", "C", "C", "C", "O", "C", "N", "C", "O", "C", "O", "N", "C", "C", "C", "C", "C", "C", "H", "C", "H", "H", "H", "C", "H", "H", "H", "H", "H", "H", "H", "H", "H", "H", "H", "H", "H", "C", "H", "H", "H", "H", "H", "H", "H"],
  "positions_angstrom": [[-3.73973, -1.19700, -3.66676], [-2.38812, -0.91297, -3.09451], [-2.00376, 0.35752, -2.75125], [-0.70972, 0.58062, -2.27383], [-0.11269, 1.72215, -1.95793], [1.13831, 1.42216, -1.59367], [1.35574, 0.03620, -1.66402], [0.16299, -0.48519, -2.13185], [-0.21185, -1.74390, -2.44031], [-1.46411, -1.96883, -2.92491], [-1.75175, -2.97242, -3.19406], [0.52720, -2.51878, -2.31339], [2.51875, -0.81437, -1.51931], [2.65529, -1.88883, -2.08936], [3.54722, -0.38547, -0.70330], [3.42155, 0.57937, 0.19970], [4.35776, 0.84198, 1.02569], [4.14158, 1.86088, 2.00854], [4.85248, 2.23822, 3.12452], [4.05998, 3.19604, 3.79171], [2.92930, 3.34751, 3.03696], [2.98912, 2.56223, 1.95153], [1.66854, 4.13520, 3.23228], [0.55292, 3.43014, 2.63464], [0.38019, 2.10508, 2.72892], [1.02379, 1.33992, 3.42531], [-0.75968, 1.60238, 1.83263], [-1.58987, 2.35994, 1.36822], [-0.65747, 0.27077, 1.67566], [-1.50129, -0.62731, 1.02152], [-2.74151, -0.25649, 0.51845], [-3.55762, -1.22254, -0.03892], [-3.16680, -2.55109, -0.12458], [-1.89785, -2.91475, 0.33855], [-1.08508, -1.95091, 0.90929], [-0.11049, -2.22903, 1.28708], [-1.42154, -4.33058, 0.23135], [-1.42771, -4.65816, -0.80740], [-2.07291, -4.99909, 0.79350], [-0.41044, -4.42779, 0.61717], [-4.09319, -3.58378, -0.69056], [-4.30002, -4.35578, 0.05038], [-3.64927, -4.07378, -1.55674], [-5.03758, -3.13377, -0.98665], [-4.53098, -0.93344, -0.40772], [-3.05884, 0.77064, 0.57842], [0.13716, -0.13124, 2.16862], [-0.07381, 3.90993, 2.00246], [1.74421, 5.11842, 2.75883], [1.50777, 4.27565, 4.30782], [4.29054, 3.69535, 4.71016], [5.80496, 1.86100, 3.43608], [5.30840, 0.30094, 1.06076], [4.37409, -0.99132, -0.70421], [2.07377, 2.52989, -1.28058], [3.04545, 2.35959, -1.73769], [2.21247, 2.61582, -0.20647], [1.64274, 3.45194, -1.66198], [-2.66009, 1.20574, -2.84989], [-4.37543, -0.31798, -3.60979], [-3.64722, -1.49080, -4.71243], [-4.21588, -2.01579, -3.13269]],
  "lowdin_charge": [-0.037, -0.273, 0.040, -0.261, 0.166, -0.263, -0.076, 0.072, -0.016, -0.024, 0.115, 0.123, -0.398, 0.046, 0.057, 0.048, -0.054, -0.254, 0.000, -0.007, -0.257, 0.053, -0.066, 0.098, -0.397, 0.093, -0.375, 0.080, 0.160, -0.212, -0.005, -0.040, -0.254, -0.247, 0.016, 0.121, -0.038, 0.079, 0.084, 0.078, -0.052, 0.083, 0.074, 0.075, 0.116, 0.106, 0.144, 0.145, 0.135, 0.138, 0.111, 0.109, 0.134, 0.162, -0.029, 0.083, 0.050, 0.081, 0.125, 0.081, 0.088, 0.064],
  "total_charge": 0,
  "spin_multiplicity": 1,
  "relative_energy_ev": 1.432,
  "e_tot_ha": -1635.9203,
  "smiles": "Cc1ccn2c(C(=O)N/N=C/c3ccc(CNC(=O)C(=O)Nc4ccc(C)c(C)c4)o3)c(C)nc2c1"
}

=====

Record 2
{
  "formula": "C13H15FeNS",
  "method": "ωB97M-V/def2-TZVPD",
  "symbols": ["C", "C", "C", "C", "C", "Fe", "N", "C", "C", "H", "H", "H", "H", "H", "H", "H", "H", "H", "H", "S", "C", "C", "C", "C", "C", "C", "H", "H", "H", "H", "H"],
  "positions_angstrom": [[2.19809, 0.62848, -2.62607], [0.99792, -0.11511, -2.88965], [0.88824, -1.12207, -1.90113], [2.00816, -1.04947, -1.04024], [2.81298, 0.04230, -1.46448], [1.00343, 0.94834, -1.08432], [2.27151, 1.93567, -0.04474], [-0.41511, 2.28650, -1.48206], [-1.20577, 1.13671, -1.53074], [0.13781, -1.91007, -1.85437], [0.34172, -0.00483, -3.75628], [2.24363, -1.75022, -0.23683], [3.77920, 0.28387, -1.03027], [2.63010, 1.40621, -3.25470], [-1.49624, 0.69795, -2.50393], [-0.45300, 2.95556, -0.55474], [2.11301, 2.96723, 0.02312], [-1.92687, 0.97636, -0.70814], [0.19132, 2.76269, -2.31969], [0.72003, 0.59350, 1.06689], [-0.50004, -0.51201, 1.79940], [-1.70533, -0.88243, 1.17756], [-2.77784, -1.38260, 1.92919], [-2.61285, -1.66600, 3.28495], [-1.36195, -1.48215, 3.88623], [-0.31409, -0.92294, 3.14945], [-1.80446, -0.72852, 0.10900], [-3.74336, -1.53567, 1.44370], [-3.45197, -2.04444, 3.86725], [-1.22113, -1.76060, 4.93173], [0.65287, -0.75227, 3.61390]],
  "lowdin_spin": [0.041, 0.055, 0.096, 0.100, 0.101, 3.299, 0.942, -0.034, 0.007, 0.005, 0.006, 0.004, 0.010, 0.007, -0.001, 0.003, 0.052, -0.001, 0.005, 0.199, 0.060, 0.012, 0.001, 0.009, 0.002, 0.017, 0.000, 0.000, 0.001, 0.000, 0.002],
  "total_charge": -1,
  "s2": 8.8365,
  "spin_multiplicity": 6,
  "e_tot_ha": -2220.8294
}

=====

Record 3
{
  "formula": "C5H6N2O3",
  "method": "ωB97M-V/def2-TZVPD",
  "symbols": ["C", "C", "C", "C", "C", "N", "N", "O", "O", "O", "H", "H", "H", "H", "H", "H"],
  "positions_angstrom": [[1.86889, -0.29135, -0.10487], [1.56345, -0.01211, 1.15658], [-1.17609, 1.34155, -0.29391], [0.65588, -0.24313, -0.97249], [-0.50823, 0.04429, 0.07714], [0.20441, 0.04070, 1.40178], [-1.63457, -1.02399, 0.00611], [-1.04091, 2.41515, 0.17737], [-1.99822, -1.29208, -1.15148], [-2.00158, -1.66654, 0.95822], [2.92373, -0.36073, -0.58874], [2.24829, -0.00140, 2.05847], [-1.69255, 1.11177, -1.21979], [0.50848, 0.38791, -1.95962], [0.30531, -1.25232, -1.47962], [-0.22630, 0.80226, 1.93483]],
  "lowdin_charge": [-0.105, -0.150, -0.218, -0.104, -0.289, 0.061, -0.321, 0.131, 0.040, 0.112, 0.136, 0.142, 0.127, 0.156, 0.145, 0.136],
  "total_charge": 0,
  "spin_multiplicity": 1,
  "relative_energy_ev": 4.801,
  "e_tot_ha": -529.1943,
  "smiles": "O=C[C@@]1([N+](=O)[O-])CC=CN1"
}

=====

Record 4
{
  "formula": "C3H7NO",
  "method": "ωB97M-V/def2-TZVPD",
  "symbols": ["C", "C", "C", "H", "H", "H", "H", "H", "H", "H", "N", "O"],
  "positions_angstrom": [[0.38990, -0.27626, -1.35254], [1.13390, -0.10782, -0.02030], [-1.22851, 0.09028, 0.93614], [0.00105, 0.74804, -1.62698], [-0.19718, -1.00426, -1.37652], [1.33775, -0.43808, -2.24592], [0.64888, 1.17876, 1.43976], [-1.48472, 0.60229, 0.23173], [-1.47450, -1.05323, 0.82334], [-1.70444, 0.34031, 1.87242], [0.27609, 0.29369, 1.05630], [2.30177, -0.37372, 0.26257]],
  "lowdin_charge": [-0.007, -0.502, -0.053, 0.100, -0.034, 0.176, 0.133, -0.046, 0.134, 0.079, -0.020, 0.040],
  "total_charge": 0,
  "spin_multiplicity": 1,
  "relative_energy_ev": 3.189,
  "e_tot_ha": -248.4093,
  "smiles": "CNC(C)=O"
}